Density functional theory data (wB97M-V/def2-TZVPD) for C32H34GeNO3OsS as an isolated structure.

XYZ file:
```
73
C32H34GeNO3OsS wB97M-V/def2-TZVPD
Os -1.120 -0.229 2.054
N 2.874 -0.107 3.604
C 1.578 -0.358 3.291
O 1.064 0.244 2.338
C 0.812 -1.354 4.092
C -0.690 -1.039 4.012
H 3.418 0.400 2.924
H 3.352 -0.726 4.233
H 1.234 -1.423 5.102
H 1.000 -2.311 3.589
H -0.935 -0.263 4.746
H -1.269 -1.924 4.269
C -1.898 1.251 2.177
Ge -1.383 0.831 -0.281
C -3.247 1.266 -0.915
C -3.756 0.848 -2.146
C -5.052 1.159 -2.544
C -5.872 1.907 -1.717
C -5.382 2.345 -0.495
C -4.088 2.031 -0.104
C -0.603 2.685 -0.390
C 0.016 3.298 0.699
C 0.529 4.586 0.614
C 0.424 5.305 -0.567
C -0.200 4.723 -1.660
C -0.701 3.431 -1.565
C -0.622 0.075 -2.015
C -1.126 -1.139 -2.497
C -0.618 -1.756 -3.629
C 0.438 -1.176 -4.322
C 0.963 0.022 -3.868
C 0.432 0.636 -2.732
H -3.136 0.271 -2.818
H -5.417 0.814 -3.505
H -6.884 2.149 -2.021
H -6.012 2.933 0.162
H -3.724 2.369 0.859
H 0.088 2.761 1.637
H 1.006 5.033 1.479
H 0.816 6.313 -0.632
H -0.303 5.275 -2.587
H -1.194 2.998 -2.430
H -1.930 -1.629 -1.957
H -1.045 -2.693 -3.970
H 0.843 -1.655 -5.206
H 1.788 0.488 -4.395
H 0.868 1.571 -2.401
C -3.571 -1.796 0.689
C -2.863 -1.401 1.989
O -3.317 -1.926 2.992
H -4.628 -1.985 0.883
H -3.112 -2.739 0.368
H -3.455 -1.071 -0.109
C 6.335 -0.763 0.705
C 4.895 -1.153 0.513
C 4.064 -0.431 -0.341
C 2.725 -0.772 -0.502
C 2.207 -1.857 0.189
C 3.022 -2.582 1.064
C 4.350 -2.234 1.214
S 0.472 -2.334 0.068
C 0.771 -3.912 -0.750
O 0.074 -2.698 1.470
H 6.702 -0.187 -0.144
H 6.969 -1.642 0.823
H 6.460 -0.147 1.599
H 4.464 0.417 -0.884
H 2.081 -0.190 -1.149
H 2.595 -3.398 1.636
H 4.982 -2.803 1.887
H 1.416 -4.524 -0.122
H 1.225 -3.715 -1.721
H -0.197 -4.393 -0.881
```

Values from the calculation:
**LUMO energy**: 2.13 eV
**Net charge**: -1
**ΔE to the lowest compared entry with this formula, charge and spin**: 0.0 kJ/mol
**Orbital gap**: 6.2 eV
**E_tot**: -4086.004868 hartree